1.
Below is the ion C4H8NO2 with charge -1 at a distorted geometry, with properties calculated with the ωB97M-V functional and the def2-TZVPD basis.

Values from the calculation:
- HOMO level: -3.241 eV
- Strongest force on any atom: 0.02614 hartree/bohr
- Structure (SMILES): CCC(=O)NC[O-]
- Relative energy (zero: lowest compared OMol25 entry of this formula, charge and spin): 142.7 kJ/mol
- Frontier orbital gap: 7.219 eV

Structure (ORCA input):
```
! RIJCOSX wB97M-V def2-TZVPD def2/J DEFGRID3
* xyz -1 1
O -1.12587 1.94090 0.69206
O 2.42150 -0.75795 2.07109
N 0.55682 0.49529 1.20636
C 1.78731 -0.55268 0.95767
C -0.42299 0.36244 -0.96684
C -1.58177 -0.61854 -1.03043
C -0.35278 1.01919 0.39484
H 1.19637 -1.40828 0.56243
H -0.53761 1.14606 -1.72112
H -1.32074 -1.48837 -0.45230
H -2.51334 -0.17834 -0.67784
H 2.42783 -0.00483 0.24150
H 0.76027 1.02535 2.04521
H 0.54466 -0.02387 -1.27950
H -1.83966 -0.95637 -2.04315
*
```

=====

2.
Below is a cluster of 2 separate species, C4H8NO2 in total at a distorted geometry, with properties calculated with the ωB97M-V functional and the def2-TZVPD basis.

Values from the calculation:
- HOMO level: -3.820 eV
- Strongest force on any atom: 0.06703 hartree/bohr
- Relative energy (zero: lowest compared OMol25 entry of this formula, charge and spin): 731.0 kJ/mol
- Frontier orbital gap: 5.203 eV

Structure (ORCA input):
```
! RIJCOSX wB97M-V def2-TZVPD def2/J DEFGRID3
* xyz -1 1
O 1.38008 -2.23005 1.66675
O -0.29479 2.25114 -1.97796
N -1.61591 0.07652 -0.48793
C -0.27520 0.47549 -0.34428
C 0.25644 1.44897 -1.23789
C 0.37501 -1.62037 1.03320
C 0.48642 -0.09819 0.72252
H -1.73882 0.36191 0.59034
H 1.35171 1.58028 -1.16686
H -1.76568 -0.90587 -0.25476
H 1.55654 0.10036 0.55074
H -2.18437 -0.00527 2.05106
H 0.27679 -2.04309 -0.00033
H 0.28700 0.40434 1.69351
H -0.56409 -1.81248 1.58366
*
```

=====

3.
Below is a structure of composition C4H8NO2 at a distorted geometry, with properties calculated with the ωB97M-V functional and the def2-TZVPD basis.

Values from the calculation:
- HOMO level: -2.817 eV
- Strongest force on any atom: 0.09477 hartree/bohr
- Relative energy (zero: lowest compared OMol25 entry of this formula, charge and spin): 413.0 kJ/mol
- Frontier orbital gap: 6.796 eV

Structure (ORCA input):
```
! RIJCOSX wB97M-V def2-TZVPD def2/J DEFGRID3
* xyz -1 1
O -0.26406 -1.75808 2.07459
O -0.55393 1.10297 -2.22651
N 0.90631 -0.09685 -1.04218
C -0.05371 0.84627 -1.12783
C -0.34963 1.77606 0.03030
C 0.99940 -0.86511 0.23631
C -0.39047 -1.46997 0.78714
H -0.61724 -2.36701 0.15806
H 1.52278 -0.32734 1.02615
H -1.12453 -0.63999 0.58102
H -0.85645 1.31609 0.86783
H -0.11826 -0.53220 -1.33231
H 1.44736 -1.80471 -0.08997
H -1.05970 2.51035 -0.35984
H 0.51212 2.30951 0.41726
*
```